74
Properties=species:S:1:pos:R:3:lowdin_charge:R:1 method="wB97M-V/def2-TZVPD" mol_weight_g_mol=663.33 homo_lumo_gap_ev=7.50 lumo_energy_ev=-4.22 total_charge=+1 homo_energy_ha=-0.4308
O 0.84 1.74 1.46 -0.082
C -2.34 -4.49 0.81 -0.239
H -1.34 -4.77 1.17 0.043
H 5.64 -2.13 -3.88 0.054
O 1.38 3.89 0.90 -0.092
C 2.78 4.02 0.59 -0.134
H -0.93 -2.17 4.43 0.125
C 3.21 2.86 -0.35 -0.235
H -3.33 0.12 -0.78 0.123
C -0.12 1.00 -2.65 -0.387
H -3.23 -1.50 2.60 0.029
H -3.11 -1.50 4.34 0.082
H -3.02 -1.68 -1.99 0.024
C -2.57 0.79 -0.35 -0.173
H 3.41 4.11 1.49 0.126
H -2.99 -4.53 1.69 0.038
H -4.35 2.42 1.14 0.083
H 1.95 -1.22 2.00 0.089
C -0.38 1.24 1.96 -0.130
C -0.18 1.04 -1.12 -0.091
H -1.88 0.46 -2.84 0.040
P -2.38 -2.75 0.18 0.965
H 2.29 2.35 -0.67 0.090
C -0.04 -1.06 2.85 -0.271
H 3.94 -3.04 -2.12 0.062
H 1.18 0.97 -4.32 0.075
H -2.85 0.86 0.72 0.122
H -2.55 -3.36 -2.17 0.048
H 1.04 -2.76 1.98 0.073
H 1.73 -2.11 3.52 0.099
C 4.56 -2.23 -4.01 -0.685
C 1.23 1.33 -3.29 -0.036
O -2.71 2.02 -1.01 0.021
H -3.25 3.59 1.86 0.094
H 0.22 -0.42 3.70 0.146
C -2.68 3.11 -0.14 -0.526
H 2.74 -1.96 -2.86 0.032
O -1.85 3.90 -0.25 0.190
F 0.31 -3.69 -0.72 0.180
C -1.20 -1.95 3.38 -0.183
H -2.68 -5.22 0.06 0.052
H 0.31 3.49 2.55 0.148
H 2.04 0.77 -2.80 0.034
H -4.16 -2.96 -1.53 0.057
C 1.14 3.05 1.98 -0.213
H 1.41 2.42 -3.35 0.094
H 0.80 0.68 -0.76 0.117
Br 4.46 -0.68 -1.60 0.641
H 3.80 2.14 0.24 0.114
O 3.95 3.34 -1.46 -0.055
C -3.76 3.32 0.93 0.033
F 1.34 -1.85 -0.47 0.130
N -1.06 0.68 -3.41 0.174
Br 4.01 -0.83 -5.26 0.629
H -0.41 1.46 3.03 0.148
H -0.20 2.10 -0.81 0.126
H -1.20 1.82 1.50 0.126
C 3.80 -2.14 -2.72 -0.692
H 2.89 4.97 0.05 0.136
H -1.21 -2.89 2.83 0.080
C -2.57 -1.22 3.43 -0.094
H 4.35 -3.17 -4.52 0.062
N -1.22 0.20 -0.50 -0.005
C 0.14 -2.38 -0.75 -0.731
C 1.26 -1.86 2.56 -0.014
H -4.40 4.15 0.64 0.105
H 3.73 2.78 -2.20 0.072
C -3.11 -2.67 -1.52 -0.248
F -0.16 -1.98 -1.96 0.197
C -0.81 -0.63 0.54 -0.257
H -2.48 -0.13 3.44 0.070
H 2.01 2.96 2.65 0.147
N -0.45 -0.19 1.69 0.131
N -0.78 -2.03 0.28 -0.096